This record from the Open Molecules 2025 dataset describes a molecular structure, C36H59BrIMoP2Se2Si at a distorted geometry. The level of theory is the ωB97M-V functional and the def2-TZVPD basis.

The calculated total energy is -10121.08117 a.u. As for the total charge: +3. Its multiplicity is 3. The value obtained for the gap between HOMO and LUMO (alpha / beta) is 4.27 / 5.03 eV. The calculation puts the LUMO energy (alpha / beta) at -10.39 / -9.65 eV. The calculation puts the molar mass at 1042.6 g/mol. Its highest occupied orbital energy (alpha / beta) is -14.663 / -14.674 eV. The value obtained for the energy above the lowest of the compared OMol25 structures with the same formula, charge and spin is 321.1 kJ/mol.

CARTESIAN COORDINATES (ANGSTROEM)
Mo: 13.24 10.05 13.39
I: 14.99 8.32 14.59
C: 16.27 8.77 12.76
C: 17.28 7.95 12.43
C: 18.30 8.41 11.59
C: 18.09 9.57 10.84
C: 16.88 10.23 10.89
C: 16.54 11.29 10.04
C: 15.41 12.07 10.19
C: 14.44 11.67 11.13
C: 14.66 10.66 12.04
C: 15.88 9.90 11.97
H: 17.47 7.19 13.14
H: 19.17 7.74 11.42
H: 18.96 10.01 10.33
H: 17.19 11.53 9.20
H: 15.22 12.92 9.54
H: 13.41 12.00 11.17
C: 9.73 6.16 9.71
Se: 8.74 7.45 10.83
C: 9.66 7.14 12.60
C: 11.16 6.99 12.75
Se: 12.24 8.50 11.65
C: 13.61 7.47 10.71
H: 8.96 5.46 9.52
H: 10.60 5.71 10.16
H: 9.97 6.61 8.79
H: 9.19 6.21 12.95
H: 9.20 7.95 13.17
H: 11.50 6.00 12.34
H: 11.46 7.17 13.77
H: 14.47 7.19 11.30
H: 13.97 8.20 9.94
H: 13.19 6.64 10.18
C: 11.94 8.57 16.84
P: 11.86 9.98 15.63
C: 10.05 9.94 15.43
C: 12.05 11.21 16.89
C: 11.33 11.38 18.10
C: 11.80 12.25 19.06
C: 12.94 13.02 18.81
C: 13.58 12.93 17.57
C: 13.14 12.03 16.56
P: 14.02 11.94 14.99
C: 14.19 13.74 14.51
C: 15.70 11.62 15.61
H: 11.03 8.61 17.47
H: 12.87 8.61 17.43
H: 11.79 7.66 16.21
H: 9.47 9.75 16.33
H: 9.87 9.11 14.73
H: 9.67 10.82 14.90
H: 10.43 10.80 18.25
H: 11.41 12.15 20.08
H: 13.41 13.76 19.50
H: 14.48 13.57 17.30
H: 14.84 13.75 13.57
H: 14.55 14.34 15.35
H: 13.19 14.13 14.29
H: 16.07 12.54 16.04
H: 16.29 11.45 14.67
H: 15.82 10.77 16.32
C: 9.45 11.45 8.20
C: 8.20 12.26 8.03
C: 7.73 12.45 6.54
C: 7.12 11.44 8.81
Si: 8.47 14.08 8.60
Br: 11.24 11.54 12.65
C: 6.99 14.97 9.57
C: 6.69 14.09 10.82
C: 7.27 16.31 10.21
C: 5.74 15.00 8.66
C: 10.04 15.18 8.18
C: 10.95 14.94 9.41
C: 9.71 16.66 8.02
C: 10.55 14.54 6.85
H: 9.46 10.61 7.53
H: 9.50 11.04 9.23
H: 10.36 12.00 7.91
H: 7.57 11.47 6.06
H: 8.43 12.90 5.83
H: 6.81 13.02 6.48
H: 7.05 10.48 8.42
H: 6.10 11.91 8.81
H: 7.37 11.32 9.82
H: 5.85 14.51 11.37
H: 7.54 13.93 11.48
H: 6.35 13.13 10.45
H: 8.08 16.21 10.94
H: 6.46 16.48 10.92
H: 7.42 17.15 9.53
H: 5.56 13.99 8.15
H: 5.97 15.70 7.83
H: 4.88 15.41 9.16
H: 10.54 15.43 10.35
H: 11.92 15.47 9.23
H: 11.20 13.91 9.58
H: 9.74 17.21 9.00
H: 8.78 16.89 7.51
H: 10.54 17.16 7.53
H: 10.22 13.55 6.59
H: 11.65 14.51 6.88
H: 10.23 15.20 6.05

Mulliken atomic charge list, values in e, 6 entries: Mo -1.13; I 0.13; C 0.57; C -0.54; C -0.57; C -0.76